Record 1
{
  "formula": "C4H4N4S",
  "method": "ωB97M-V/def2-TZVPD",
  "elements": ["C", "C", "C", "C", "N", "N", "N", "N", "S", "H", "H", "H", "H"],
  "xyz": [[-2.1559, 0.5388, -3.2362], [-0.7119, 1.6135, -1.6609], [-1.1683, -0.5830, -1.2884], [0.7742, -0.8687, 0.2572], [-2.8241, 0.4072, -4.1772], [0.0995, 1.2082, -0.7467], [-1.4884, 0.6063, -2.1117], [-0.1806, -0.1091, -0.5346], [-1.6788, -2.1995, -1.2341], [-0.7107, 2.6963, -1.8970], [1.3417, -0.0379, 0.7201], [0.0947, -1.5073, 0.7895], [1.4607, -1.4735, -0.4427]],
  "forces_ev_per_a": [[-2.37, -0.36, -2.41], [1.68, 1.84, 0.98], [-0.11, -1.08, -0.64], [0.42, 0.39, -1.75], [1.00, 0.28, 1.03], [-0.21, 0.51, 0.03], [0.07, -2.35, 1.81], [0.62, 0.92, -0.72], [0.02, 1.93, -0.64], [-0.41, -1.16, -0.42], [-0.25, -1.14, 0.53], [0.65, -0.56, 1.14], [-1.11, 0.79, 1.08]],
  "lowdin_charge": [-0.27, -0.13, -0.70, -0.03, 0.20, 0.11, 0.00, -0.22, 0.60, 0.16, 0.10, 0.05, 0.12],
  "total_energy_ev": -21006.4757,
  "relative_energy_kcal_mol": 0.0,
  "homo_ev": -8.80
}



Record 2
{
  "formula": "C20H43NO13S",
  "method": "ωB97M-V/def2-TZVPD",
  "elements": ["C", "C", "C", "C", "C", "C", "O", "C", "O", "N", "O", "C", "O", "S", "O", "O", "O", "H", "H", "H", "H", "H", "H", "H", "H", "H", "H", "H", "H", "H", "H", "H", "C", "O", "C", "C", "O", "C", "C", "O", "C", "H", "H", "H", "H", "H", "H", "H", "H", "H", "H", "H", "H", "H", "H", "C", "O", "C", "C", "O", "C", "C", "O", "C", "H", "H", "H", "H", "H", "H", "H", "H", "H", "H", "H", "H", "H", "H"],
  "xyz": [[-2.0722, -1.9653, -5.6096], [-3.1571, -0.9435, -5.9501], [-2.8011, -0.1735, -7.2284], [-3.4881, -0.0271, -4.7564], [-4.5817, 0.9939, -5.0841], [-2.2638, 0.6580, -4.1622], [-1.6794, -0.2160, -3.1711], [-0.7961, 0.3417, -2.3363], [-1.3452, 1.3888, -1.5242], [-2.3425, 0.8490, -0.6691], [-2.6286, 1.6146, 0.1514], [-0.0679, -0.6967, -1.5064], [1.0936, 0.0102, -1.0480], [1.6348, 0.9458, -2.2204], [2.5768, 0.2190, -2.9898], [1.9817, 2.2155, -1.7144], [0.2577, 1.0178, -3.0291], [-1.8649, -2.5779, -6.4893], [-2.4030, -2.6399, -4.8192], [-1.1332, -1.4924, -5.3221], [-4.0693, -1.5073, -6.1733], [-3.6829, 0.3091, -7.6482], [-2.4540, -0.8828, -7.9806], [-2.0184, 0.5684, -7.0650], [-3.8942, -0.6737, -3.9707], [-4.7581, 1.6462, -4.2296], [-4.3283, 1.6013, -5.9526], [-5.5070, 0.4653, -5.3163], [-2.5497, 1.5949, -3.6826], [-1.5202, 0.8823, -4.9287], [-0.6148, -1.0585, -0.6417], [0.2417, -1.5308, -2.1371], [-4.3760, -1.6714, 0.7741], [-3.7031, -1.6335, 2.0139], [-3.7334, -0.3542, 2.6307], [-3.7546, -0.4722, 4.1372], [-5.0086, -0.8583, 4.6748], [-5.3781, -2.2238, 4.5788], [-4.6655, -3.1325, 5.5542], [-3.3406, -3.4008, 5.1324], [-2.4790, -3.7234, 6.1989], [-3.8795, -1.0501, 0.0235], [-4.3721, -2.7055, 0.4328], [-5.4162, -1.3421, 0.8804], [-4.6179, 0.2037, 2.3026], [-2.8410, 0.2107, 2.3383], [-3.5734, 0.5274, 4.5390], [-2.9511, -1.1257, 4.4838], [-5.2721, -2.5986, 3.5585], [-6.4388, -2.2429, 4.8387], [-5.2216, -4.0782, 5.6213], [-4.6630, -2.6621, 6.5450], [-2.4693, -2.9303, 6.9555], [-1.4768, -3.8295, 5.7882], [-2.7664, -4.6663, 6.6789], [8.7550, 2.6003, 4.0193], [7.7146, 2.8142, 3.0958], [8.1588, 3.3877, 1.8789], [7.2820, 2.9716, 0.7200], [7.5024, 1.6453, 0.2708], [6.9531, 0.5869, 1.0385], [5.4596, 0.4130, 0.8804], [4.7496, 1.3926, 1.6141], [3.4687, 1.6499, 1.0762], [9.2017, 3.5450, 4.3519], [8.3266, 2.0913, 4.8807], [9.5430, 1.9692, 3.5913], [9.1928, 3.0877, 1.6708], [8.1266, 4.4829, 1.9645], [7.5537, 3.6028, -0.1293], [6.2293, 3.1483, 0.9493], [7.2188, 0.6767, 2.0942], [7.4265, -0.3153, 0.6446], [5.1841, -0.5860, 1.2490], [5.2029, 0.4704, -0.1847], [3.5304, 1.9470, 0.0298], [3.0352, 2.4704, 1.6458], [2.8182, 0.7715, 1.1717]],
  "forces_ev_per_a": [[-0.14, -0.09, -0.27], [0.06, 0.05, -0.12], [-0.19, -0.30, 0.10], [-0.15, -0.15, 0.07], [0.12, -0.25, -0.09], [-0.28, 0.19, -0.18], [0.03, -0.16, -0.12], [-0.02, 0.38, 0.01], [0.08, -0.05, -0.02], [0.13, -0.19, 0.09], [-0.16, 0.23, -0.08], [0.33, -0.30, 0.07], [-0.12, 0.25, 0.12], [0.50, -0.41, -0.09], [-0.07, -0.10, -0.24], [-0.26, 0.25, 0.21], [-0.18, 0.00, -0.09], [0.00, -0.02, 0.02], [0.12, 0.09, 0.15], [0.00, 0.00, 0.09], [-0.03, 0.01, 0.05], [0.08, 0.19, 0.02], [0.11, 0.07, -0.02], [0.02, 0.03, -0.05], [0.11, 0.04, 0.09], [-0.09, 0.05, -0.03], [0.04, 0.13, 0.09], [-0.05, 0.07, -0.01], [0.04, -0.01, 0.05], [0.11, -0.03, 0.08], [-0.07, 0.13, 0.02], [-0.13, 0.00, -0.06], [0.05, -0.06, 0.07], [-0.13, -0.01, 0.04], [0.02, -0.11, -0.03], [0.07, 0.04, 0.04], [-0.02, 0.02, 0.00], [-0.07, -0.03, -0.01], [0.05, -0.12, -0.03], [0.03, 0.23, 0.01], [-0.01, -0.09, -0.04], [-0.04, 0.02, -0.03], [0.03, 0.00, 0.01], [0.01, 0.03, -0.02], [0.00, 0.01, 0.01], [-0.03, 0.08, 0.00], [0.01, -0.01, 0.02], [-0.03, -0.08, -0.08], [0.11, -0.02, 0.02], [0.00, 0.00, -0.03], [-0.03, 0.02, 0.08], [0.00, 0.02, 0.00], [-0.01, -0.01, 0.01], [-0.01, -0.02, -0.01], [-0.01, 0.01, 0.03], [-0.04, 0.08, 0.03], [0.02, -0.20, -0.11], [-0.03, 0.07, 0.10], [-0.03, 0.07, -0.05], [0.04, -0.01, -0.01], [0.03, -0.08, 0.01], [-0.07, -0.02, 0.10], [0.08, 0.15, -0.13], [0.08, -0.07, 0.28], [0.03, -0.01, -0.01], [-0.01, 0.02, 0.01], [0.01, 0.02, 0.00], [0.00, -0.02, -0.01], [0.08, 0.01, -0.03], [-0.03, 0.00, 0.00], [0.01, -0.05, 0.10], [-0.08, 0.07, 0.01], [0.02, 0.00, 0.02], [-0.01, -0.03, -0.08], [0.01, 0.01, -0.01], [0.02, -0.02, -0.05], [-0.01, -0.02, 0.02], [-0.03, 0.01, -0.08]],
  "lowdin_charge": [-0.07, -0.40, -0.07, -0.32, -0.06, -0.11, 0.01, -0.58, 0.02, 0.02, 0.11, -0.05, -0.17, 0.60, -0.20, -0.20, -0.08, 0.08, 0.08, 0.08, 0.14, 0.07, 0.08, 0.08, 0.15, 0.08, 0.08, 0.09, 0.13, 0.13, 0.15, 0.15, -0.11, -0.19, -0.21, -0.18, -0.12, -0.18, -0.21, -0.20, -0.11, 0.06, 0.09, 0.09, 0.13, 0.11, 0.13, 0.12, 0.12, 0.13, 0.13, 0.13, 0.09, 0.09, 0.09, -0.12, -0.19, -0.21, -0.19, -0.12, -0.18, -0.21, -0.19, -0.10, 0.09, 0.09, 0.09, 0.13, 0.13, 0.13, 0.12, 0.12, 0.13, 0.13, 0.13, 0.06, 0.09, 0.09],
  "total_energy_ev": -60373.3332,
  "homo_ev": -8.95
}